Record 1
DFT (ωB97M-V/def2-TZVPD) results for a structure of composition C31H48FeN2O2SSe at a distorted geometry.

Values from the calculation:
- LUMO (alpha / beta): -0.103 / -0.204 eV
- HOMO level (alpha / beta): -7.17 / -7.13 eV
- Orbital gap (alpha / beta): 7.063 / 6.930 eV
- Relative energy (zero: lowest compared OMol25 entry of this formula, charge and spin): 10.7 kcal/mol
- Expectation value of S²: 6.015

Structure (ORCA input):
```
! wB97M-V def2-TZVPD RIJCOSX def2/J DEFGRID3
* xyz 0 5
Fe -0.98 -0.97 -1.51
C -3.04 4.85 3.29
C -2.55 3.41 3.45
C -1.42 3.39 4.49
C -3.73 2.55 3.92
C -2.02 2.82 2.15
C -1.54 1.52 2.14
C -1.14 0.93 0.96
Se -0.86 -1.02 0.94
C 1.02 -1.57 0.88
C 1.62 -1.98 2.05
C 2.88 -2.55 2.03
C 3.55 -2.58 0.81
C 2.98 -2.18 -0.38
C 1.62 -1.76 -0.39
O 0.93 -1.59 -1.48
C 3.78 -2.18 -1.68
C 3.07 -3.04 -2.73
C 3.87 -0.72 -2.15
C 5.20 -2.71 -1.52
C 3.45 -3.19 3.29
C 2.51 -4.34 3.70
C 3.53 -2.15 4.42
C 4.85 -3.79 3.09
C -1.20 1.61 -0.28
O -0.92 0.97 -1.38
C -1.64 2.96 -0.26
C -2.05 3.51 0.94
C -1.71 3.72 -1.57
C -2.20 5.16 -1.41
C -0.30 3.77 -2.18
C -2.67 2.99 -2.52
H -3.40 5.21 4.26
H -2.24 5.50 2.96
H -3.87 4.90 2.59
H -1.77 3.82 5.43
H -1.07 2.38 4.68
H -0.58 3.99 4.14
H -4.14 2.95 4.85
H -4.51 2.55 3.17
H -3.43 1.52 4.10
H -1.49 0.93 3.04
H 1.07 -1.86 2.97
H 4.56 -2.94 0.79
H 2.08 -2.65 -2.95
H 3.65 -3.06 -3.66
H 2.97 -4.06 -2.36
H 2.88 -0.28 -2.26
H 4.43 -0.13 -1.42
H 4.38 -0.66 -3.11
H 5.20 -3.75 -1.19
H 5.70 -2.68 -2.49
H 5.78 -2.11 -0.83
H 1.51 -3.97 3.89
H 2.46 -5.07 2.90
H 2.88 -4.83 4.59
H 2.56 -1.73 4.65
H 3.93 -2.61 5.32
H 4.19 -1.33 4.12
H 4.83 -4.56 2.33
H 5.57 -3.02 2.81
H 5.18 -4.24 4.02
H -2.43 4.51 0.93
H -1.56 5.74 -0.75
H -2.20 5.65 -2.39
H -3.22 5.19 -1.03
H 0.38 4.31 -1.51
H 0.09 2.77 -2.32
H -0.31 4.29 -3.14
H -3.65 2.92 -2.05
H -2.77 3.54 -3.46
H -2.30 2.00 -2.72
C -3.16 -3.45 -4.69
N -3.04 -2.80 -3.41
C -3.33 -1.52 -3.05
S -3.61 -1.24 -1.41
N -3.49 -0.49 -3.90
C -3.34 -0.41 -5.33
H -2.90 -4.50 -4.56
H -2.47 -3.02 -5.42
H -4.18 -3.39 -5.08
H -3.07 -3.41 -2.60
H -3.72 0.37 -3.42
H -4.07 -1.04 -5.84
H -2.33 -0.68 -5.65
H -3.52 0.62 -5.63
*
```

---

Record 2
DFT (ωB97M-V/def2-TZVPD) results for the ion C31H48N2O3 with charge +2.

Values from the calculation:
- LUMO: -3.979 eV
- HOMO level: -11.51 eV
- Orbital gap: 7.531 eV
- SMILES: CC[N+](C)(CC)CCCCOc1ccc2c(c1)C(=O)c1cc(OCCCC[N+](C)(CC)CC)ccc1-2
- Relative energy (zero: lowest compared OMol25 entry of this formula, charge and spin): 0.9 kcal/mol

Structure (ORCA input):
```
! wB97M-V def2-TZVPD RIJCOSX def2/J DEFGRID3
* xyz 2 1
C -8.23 3.01 -1.70
C -7.73 1.95 -0.72
N -8.63 0.77 -0.53
C -8.76 0.03 -1.80
C -10.01 1.19 -0.11
C -10.10 1.97 1.19
C -8.05 -0.12 0.52
C -6.76 -0.86 0.15
C -6.24 -1.61 1.38
C -4.94 -2.35 1.07
O -3.97 -1.38 0.73
C -2.67 -1.77 0.56
C -2.23 -3.09 0.61
C -0.89 -3.41 0.42
C 0.01 -2.39 0.19
C -0.43 -1.06 0.14
C -1.76 -0.74 0.33
C 0.72 -0.16 -0.12
O 0.73 1.04 -0.20
C 1.89 -1.08 -0.23
C 3.20 -0.79 -0.49
C 4.13 -1.83 -0.55
O 5.42 -1.45 -0.81
C 6.42 -2.45 -0.96
C 7.72 -1.81 -1.45
C 8.26 -0.74 -0.49
C 7.55 0.59 -0.75
N 7.60 1.60 0.35
C 6.91 1.08 1.55
C 6.94 2.85 -0.12
C 5.48 2.71 -0.53
C 9.04 1.90 0.66
C 9.28 2.93 1.75
C 3.71 -3.14 -0.34
C 2.37 -3.44 -0.09
C 1.46 -2.41 -0.04
H -8.39 2.61 -2.70
H -7.47 3.78 -1.78
H -9.14 3.50 -1.36
H -6.77 1.58 -1.07
H -7.58 2.41 0.25
H -9.36 0.60 -2.51
H -7.79 -0.16 -2.23
H -9.26 -0.92 -1.62
H -10.43 1.78 -0.92
H -10.60 0.27 -0.01
H -9.76 1.40 2.05
H -11.14 2.22 1.35
H -9.55 2.91 1.15
H -7.86 0.49 1.40
H -8.81 -0.86 0.78
H -5.98 -0.17 -0.16
H -6.94 -1.58 -0.64
H -6.98 -2.34 1.72
H -6.05 -0.91 2.19
H -5.08 -3.05 0.24
H -4.62 -2.91 1.96
H -2.93 -3.90 0.78
H -0.58 -4.44 0.46
H -2.10 0.29 0.29
H 3.51 0.23 -0.66
H 6.10 -3.20 -1.69
H 6.58 -2.95 0.01
H 7.56 -1.38 -2.43
H 8.45 -2.61 -1.54
H 9.34 -0.64 -0.66
H 8.11 -1.09 0.53
H 7.96 1.05 -1.65
H 6.50 0.36 -0.93
H 6.01 0.55 1.25
H 7.56 0.39 2.09
H 6.65 1.90 2.21
H 7.00 3.58 0.70
H 7.51 3.24 -0.96
H 5.35 2.10 -1.42
H 5.11 3.71 -0.77
H 4.86 2.32 0.27
H 9.51 2.23 -0.26
H 9.50 0.96 0.96
H 10.35 2.97 1.93
H 8.81 2.66 2.69
H 8.96 3.93 1.46
H 4.42 -3.96 -0.38
H 2.08 -4.46 0.06
*
```

---

Record 3
DFT (ωB97M-V/def2-TZVPD) results for a cluster of 11 separate species, C31H48O29S2 in total at a distorted geometry.

Values from the calculation:
- LUMO: -0.350 eV
- HOMO level: -9.31 eV
- Orbital gap: 8.962 eV

Structure (ORCA input):
```
! wB97M-V def2-TZVPD RIJCOSX def2/J DEFGRID3
* xyz 0 1
C 31.85 -39.25 11.36
C 31.05 -37.96 11.19
O 29.73 -38.40 11.52
C 29.84 -39.50 12.38
O 28.95 -40.08 13.00
O 31.14 -39.79 12.45
H 32.90 -39.06 11.53
H 31.86 -39.89 10.47
H 31.17 -37.56 10.18
H 31.42 -37.20 11.87
C 31.43 -35.50 3.32
C 30.71 -34.98 4.48
O 31.54 -35.30 5.62
C 32.85 -35.50 5.09
O 33.90 -35.67 5.73
O 32.74 -35.73 3.84
H 31.31 -34.79 2.50
H 30.96 -36.44 3.05
H 29.72 -35.38 4.73
H 30.57 -33.90 4.59
C 30.47 -31.74 9.03
C 31.99 -31.85 9.20
O 32.40 -32.41 7.97
C 31.61 -31.93 7.07
O 31.83 -31.89 5.85
O 30.47 -31.48 7.63
H 30.16 -30.87 9.62
H 29.85 -32.61 9.21
H 32.22 -32.49 10.04
H 32.41 -30.87 9.44
C 24.43 -32.96 4.65
C 24.74 -32.58 3.22
O 25.95 -33.17 2.89
C 26.43 -33.68 3.91
O 27.48 -34.35 3.96
O 25.72 -33.32 4.97
H 23.67 -33.73 4.77
H 24.09 -32.12 5.24
H 24.82 -31.53 2.97
H 23.91 -32.80 2.54
C 26.69 -39.21 10.40
C 25.49 -38.68 11.02
O 24.48 -39.47 10.33
C 25.00 -40.65 9.87
O 24.35 -41.69 9.76
O 26.33 -40.57 10.07
H 27.53 -39.07 11.07
H 26.87 -38.74 9.43
H 25.45 -37.62 10.76
H 25.51 -38.67 12.11
C 28.78 -36.28 7.88
C 28.55 -34.83 7.45
O 27.32 -34.40 8.06
C 27.13 -35.27 9.10
O 26.11 -35.24 9.78
O 28.01 -36.27 9.09
H 29.84 -36.48 7.96
H 28.46 -37.07 7.21
H 28.44 -34.72 6.37
H 29.37 -34.26 7.90
C 26.57 -37.45 1.79
C 27.97 -36.75 1.56
O 28.83 -37.21 2.58
C 28.00 -37.43 3.59
O 28.29 -37.56 4.79
O 26.65 -37.51 3.17
H 26.46 -38.43 1.33
H 25.76 -36.83 1.40
H 27.92 -35.67 1.66
H 28.41 -36.94 0.58
C 25.44 -37.57 6.89
C 25.19 -36.40 6.00
O 24.40 -36.87 4.93
C 24.10 -38.10 5.18
O 23.53 -38.83 4.31
O 24.51 -38.49 6.34
H 25.24 -37.36 7.94
H 26.41 -38.03 6.69
H 26.14 -35.98 5.67
H 24.54 -35.73 6.57
C 26.60 -35.20 13.43
C 27.70 -36.01 12.69
O 27.76 -37.20 13.42
C 26.84 -37.20 14.42
O 26.66 -38.08 15.21
O 26.00 -36.18 14.24
H 25.81 -34.84 12.77
H 27.10 -34.48 14.07
H 28.58 -35.39 12.88
H 27.59 -36.20 11.62
C 33.70 -39.63 6.10
S 32.12 -40.05 6.99
O 32.29 -39.45 8.39
C 30.98 -39.08 5.96
H 33.58 -39.89 5.05
H 34.51 -40.22 6.52
H 33.90 -38.56 6.20
H 31.01 -39.73 5.08
H 31.42 -38.10 5.83
H 29.95 -38.99 6.30
C 24.12 -33.39 7.99
S 22.57 -32.30 7.97
O 21.89 -32.47 9.34
C 23.47 -30.69 8.16
H 25.00 -32.74 7.95
H 24.13 -33.96 7.07
H 24.09 -34.12 8.80
H 24.02 -30.81 9.09
H 22.68 -29.94 8.19
H 24.21 -30.60 7.37
*
```

---

Record 4
DFT (ωB97M-V/def2-TZVPD) results for a structure of composition C31H48O3P2Pr at a distorted geometry.

Values from the calculation:
- LUMO (alpha / beta): -2.643 / -2.565 eV
- HOMO level (alpha / beta): -10.34 / -10.34 eV
- Orbital gap (alpha / beta): 7.698 / 7.779 eV
- Expectation value of S²: 2.004

Structure (ORCA input):
```
! wB97M-V def2-TZVPD RIJCOSX def2/J DEFGRID3
* xyz 1 3
Pr -0.27 1.25 0.08
C -2.22 2.76 -1.10
C -2.87 1.79 -0.28
C -1.86 3.34 1.10
C -1.60 3.71 -0.24
C -2.64 2.14 1.09
C -2.22 2.82 -2.59
H -2.49 1.86 -3.03
H -1.23 3.10 -2.98
H -2.94 3.58 -2.95
C -0.85 4.92 -0.66
H -0.85 5.03 -1.75
H 0.20 4.86 -0.34
H -1.28 5.84 -0.22
C -1.46 4.13 2.29
H -1.92 5.13 2.27
H -0.37 4.28 2.33
H -1.75 3.63 3.22
C -3.14 1.43 2.29
H -3.99 1.97 2.74
H -2.37 1.35 3.07
H -3.48 0.42 2.05
C -3.71 0.65 -0.76
H -4.77 0.94 -0.85
H -3.66 -0.21 -0.09
H -3.39 0.30 -1.75
C 1.98 -3.91 -2.63
C 0.91 -3.72 -3.41
C -0.12 -4.76 -3.71
C -0.60 -5.59 -2.48
C -0.62 -4.87 -1.16
C 0.36 -4.91 -0.25
C 1.76 -5.38 -0.49
C 2.33 -5.18 -1.93
H 0.24 -5.46 -4.48
H 0.00 -6.51 -2.42
H -1.00 -4.27 -4.16
H 2.04 -6.05 -2.53
H 2.78 -3.15 -2.61
H 0.82 -2.83 -4.05
H 3.42 -5.22 -1.84
H 2.43 -4.87 0.23
H 0.13 -4.70 0.80
H 1.86 -6.45 -0.25
H -1.63 -5.92 -2.70
H -1.59 -4.42 -0.91
P 0.46 -0.69 -1.82
P -0.63 -1.17 1.71
C 1.04 -1.97 -0.60
C 0.93 -1.84 0.94
H 2.09 -2.19 -0.85
H 0.47 -2.85 -0.92
H 1.05 -2.84 1.38
H 1.77 -1.23 1.32
C -0.12 -1.05 3.46
H -0.96 -0.66 4.05
H 0.72 -0.35 3.57
H 0.17 -2.04 3.84
C -1.77 -2.59 1.71
H -1.31 -3.46 2.21
H -2.07 -2.86 0.69
H -2.68 -2.31 2.27
C 1.69 -0.51 -3.14
H 1.35 0.33 -3.77
H 1.84 -1.39 -3.78
H 2.65 -0.24 -2.69
C -1.07 -1.44 -2.50
H -1.91 -1.36 -1.79
H -0.95 -2.49 -2.77
H -1.36 -0.88 -3.40
O 2.41 2.57 4.11
C 2.78 3.68 3.43
C 3.38 4.73 4.14
C 3.59 5.95 3.51
C 3.21 6.14 2.17
C 2.66 5.09 1.44
C 2.47 3.84 2.04
C 1.72 2.81 1.33
O 1.48 2.90 0.07
O 1.23 1.79 1.97
H 1.91 2.02 3.44
H 3.63 4.58 5.19
H 4.03 6.77 4.07
H 3.32 7.12 1.69
H 2.36 5.20 0.39
*
```